Record 1
C47H46ClN8O4P2Rb | ωB97M-V/def2-TZVPD

charge	-2
E_HOMO	-1.159	eV
LUMO	0.14016	hartree
gap between HOMO and LUMO	4.97	eV
multiplicity	1
ΔE to the lowest compared entry with this formula, charge and spin	73.2	kJ/mol
F_max	2.489	eV Å⁻¹
energy	-3724.4460	Ha

Geometry (Å):
1 Rb 1.775 -1.036 0.418
2 C 1.102 2.168 -2.302
3 P -0.756 2.088 -2.010
4 C -1.147 3.516 -3.103
5 C -1.415 4.747 -2.510
6 C -1.686 5.855 -3.292
7 C -1.701 5.748 -4.673
8 C -1.412 4.531 -5.272
9 C -1.130 3.427 -4.494
10 C -1.374 0.749 -3.103
11 C -2.660 0.857 -3.635
12 C -3.243 -0.205 -4.295
13 C -2.556 -1.403 -4.424
14 C -1.290 -1.530 -3.880
15 C -0.710 -0.467 -3.211
16 C 1.640 2.634 -0.993
17 C 2.294 3.798 -0.616
18 C 2.419 3.729 0.782
19 C 1.828 2.531 1.162
20 C 1.521 1.956 2.507
21 P -0.341 1.939 2.523
22 C -0.641 3.654 3.147
23 C 0.037 4.258 4.203
24 C -0.322 5.519 4.645
25 C -1.363 6.202 4.038
26 C -2.018 5.631 2.960
27 C -1.656 4.369 2.524
28 C -0.769 0.994 4.043
29 C -1.287 1.519 5.226
30 C -1.794 0.682 6.205
31 C -1.783 -0.690 6.031
32 C -1.253 -1.223 4.866
33 C -0.757 -0.393 3.879
34 N 1.334 1.882 0.086
35 H 1.331 2.850 -3.126
36 H 1.471 1.164 -2.530
37 H -1.393 4.820 -1.431
38 H -1.901 6.806 -2.825
39 H -1.926 6.609 -5.287
40 H -1.412 4.442 -6.351
41 H -0.893 2.480 -4.961
42 H -3.204 1.784 -3.511
43 H -4.241 -0.107 -4.704
44 H -3.017 -2.242 -4.925
45 H -0.740 -2.456 -3.957
46 H 0.266 -0.596 -2.758
47 H 2.655 4.585 -1.261
48 H 2.880 4.460 1.428
49 H 1.931 2.548 3.328
50 H 1.865 0.922 2.589
51 H 0.844 3.739 4.701
52 H 0.200 5.971 5.481
53 H -1.658 7.180 4.399
54 H -2.820 6.166 2.468
55 H -2.163 3.912 1.685
56 H -1.307 2.590 5.383
57 H -2.211 1.111 7.108
58 H -2.208 -1.337 6.789
59 H -1.263 -2.293 4.717
60 H -0.395 -0.817 2.948
61 N 1.510 -4.174 3.077
62 C 0.182 -4.255 2.883
63 N -0.454 -5.301 3.452
64 C -1.769 -5.309 3.252
65 N -2.461 -6.399 3.728
66 N -2.470 -4.395 2.608
67 C -1.750 -3.379 2.089
68 N -0.423 -3.281 2.205
69 C -2.494 -2.370 1.363
70 C -3.848 -2.603 1.061
71 C -4.539 -1.665 0.331
72 C -3.877 -0.503 -0.062
73 C -2.542 -0.355 0.301
74 N -1.860 -1.253 0.979
75 H 1.989 -5.000 3.392
76 H 2.047 -3.522 2.517
77 H -1.975 -6.909 4.448
78 H -3.448 -6.244 3.855
79 H -4.309 -3.523 1.384
80 H -5.573 -1.843 0.056
81 H -4.377 0.266 -0.633
82 H -1.996 0.543 0.037
83 C 4.726 -2.375 -1.952
84 N 3.867 -1.404 -2.599
85 C 4.642 -0.244 -2.966
86 C 3.174 -1.974 -3.741
87 C 2.211 -3.065 -3.336
88 C 2.103 -4.196 -4.140
89 C 1.169 -5.174 -3.840
90 C 0.381 -5.034 -2.710
91 C 0.540 -3.926 -1.886
92 C 1.447 -2.908 -2.174
93 H 5.560 -2.691 -2.608
94 H 4.138 -3.247 -1.673
95 H 5.140 -1.932 -1.049
96 H 5.405 -0.477 -3.738
97 H 5.146 0.128 -2.074
98 H 3.991 0.540 -3.352
99 H 3.896 -2.371 -4.489
100 H 2.613 -1.169 -4.240
101 H 2.749 -4.319 -5.008
102 H 1.062 -6.039 -4.488
103 H -0.365 -5.789 -2.480
104 H -0.076 -3.856 -0.994
105 O 5.131 -2.366 3.089
106 Cl 4.268 -1.857 2.072
107 O 5.046 -1.177 1.100
108 O 3.319 -0.975 2.651
109 O 3.580 -2.954 1.468

Löwdin atomic charge list, values in e, 6 entries:
1. Rb 0.711
2. C -0.253
3. P 1.110
4. C -0.386
5. C -0.099
6. C -0.107

Record 2
C7H36O13 | ωB97M-V/def2-TZVPD

E_HOMO	-8.791	eV
LUMO	0.00358	hartree
gap between HOMO and LUMO	8.89	eV
SMILES string	C=C(O)C[C@@H](O)CCC.O.O.O.O.O.O.O.O.O.O.O
multiplicity	1
ΔE to the lowest compared entry with this formula, charge and spin	576.8	kJ/mol
F_max	7.867	eV Å⁻¹
energy	-1266.2214	Ha

Geometry (Å):
1 C -1.906 -1.349 -2.143
2 C -2.649 -1.314 -0.692
3 C -2.061 -0.252 0.178
4 C 2.696 -0.232 0.799
5 C 1.631 0.029 0.046
6 O 1.854 0.232 -1.241
7 C 0.294 0.579 0.525
8 C -0.617 -0.657 0.659
9 H -1.338 -0.488 -2.592
10 H -1.283 -2.223 -2.197
11 H -2.592 -1.867 -2.979
12 H -2.718 -2.316 -0.270
13 H -3.685 -1.018 -1.059
14 H -2.036 0.841 0.004
15 H -2.835 -0.145 1.024
16 H 2.630 -0.499 1.829
17 H 3.714 -0.373 0.659
18 H 1.300 0.980 -1.634
19 H -0.075 1.406 -0.151
20 H -0.132 -1.515 0.237
21 H -2.432 2.946 -1.560
22 H -2.794 3.261 -0.093
23 O -2.934 2.719 -0.848
24 H 1.876 -2.125 1.862
25 H 0.259 1.033 1.430
26 O 2.374 -2.868 1.786
27 H 0.726 -4.978 0.006
28 H -0.179 -3.547 0.277
29 O 0.636 -3.934 -0.087
30 H 1.421 3.874 -1.640
31 H 2.854 3.705 -0.985
32 O 1.872 4.012 -0.851
33 H 0.989 3.719 0.748
34 H 1.218 3.093 2.088
35 O 0.580 3.487 1.476
36 H 1.561 0.196 4.027
37 H 0.387 -0.331 3.309
38 O 0.656 0.041 4.183
39 H -3.053 -2.062 2.124
40 H -4.441 -1.661 1.795
41 O -3.726 -1.448 2.353
42 H 2.907 0.361 -3.679
43 H 1.858 -0.681 -3.588
44 O 2.015 0.145 -3.960
45 H -0.900 2.255 3.837
46 H -2.408 1.837 3.855
47 O -1.674 1.846 3.327
48 H -1.215 -0.357 2.436
49 H 1.681 -3.301 1.238
50 O -0.744 -1.020 2.038
51 H 2.590 -1.511 -2.030
52 H 2.203 -2.972 -2.387
53 O 2.480 -2.166 -2.620
54 H 0.685 2.535 -4.195
55 H 1.441 1.619 -3.345
56 O 1.040 2.458 -3.328

Löwdin atomic charge list, values in e, 6 entries:
1. C -0.097
2. C -0.228
3. C -0.180
4. C 0.085
5. C -0.390
6. O 0.000

Record 3
C68H187N17O17 | ωB97M-V/def2-TZVPD

E_HOMO	-8.657	eV
LUMO	0.01721	hartree
gap between HOMO and LUMO	9.13	eV
multiplicity	1
ΔE to the lowest compared entry with this formula, charge and spin	963.3	kJ/mol
F_max	3.179	eV Å⁻¹
energy	-4912.2955	Ha

Geometry (Å):
1 C 18.222 14.758 27.713
2 C 16.817 15.303 27.217
3 C 15.741 14.196 27.248
4 O 15.717 13.292 26.185
5 C 15.313 13.887 24.933
6 N 16.415 16.484 27.954
7 H 18.616 13.910 27.152
8 H 18.208 14.400 28.743
9 H 19.103 15.397 27.642
10 H 16.823 15.725 26.212
11 H 14.797 14.741 27.225
12 H 15.708 13.769 28.251
13 H 15.358 13.007 24.292
14 H 16.027 14.547 24.440
15 H 14.333 14.342 25.079
16 H 17.072 17.250 27.929
17 H 15.541 16.773 27.538
18 C 21.176 14.060 24.162
19 C 21.256 12.520 24.153
20 C 20.342 11.811 23.070
21 O 18.959 12.205 23.180
22 C 18.166 11.677 24.212
23 N 22.642 12.254 23.742
24 H 21.736 14.478 24.999
25 H 20.133 14.376 24.182
26 H 21.563 14.486 23.237
27 H 21.107 12.131 25.160
28 H 20.407 10.736 23.238
29 H 20.776 11.984 22.085
30 H 17.105 11.910 24.117
31 H 18.360 12.025 25.227
32 H 18.151 10.589 24.150
33 H 22.784 11.255 23.716
34 H 23.272 12.645 24.428
35 C 11.066 12.301 14.908
36 C 11.386 12.586 16.399
37 C 10.720 11.536 17.299
38 O 9.335 11.664 17.105
39 C 8.791 10.540 17.707
40 N 12.786 12.887 16.577
41 H 10.740 11.264 14.829
42 H 11.868 12.455 14.186
43 H 10.326 13.084 14.746
44 H 10.948 13.565 16.589
45 H 10.915 11.659 18.365
46 H 11.182 10.571 17.090
47 H 8.873 10.499 18.794
48 H 9.023 9.572 17.263
49 H 7.705 10.580 17.615
50 H 13.043 12.792 17.549
51 H 13.018 13.849 16.375
52 C 8.422 5.943 20.292
53 C 7.446 7.110 20.132
54 C 7.671 8.362 21.003
55 O 7.445 8.287 22.427
56 C 8.617 7.873 23.221
57 N 7.311 7.494 18.682
58 H 8.281 5.483 21.270
59 H 9.480 6.201 20.325
60 H 8.264 5.237 19.476
61 H 6.463 6.691 20.346
62 H 7.017 9.216 20.825
63 H 8.632 8.824 20.777
64 H 8.597 7.875 24.311
65 H 9.342 8.672 23.064
66 H 9.047 6.938 22.862
67 H 6.499 8.028 18.409
68 H 7.404 6.743 18.014
69 C 12.463 11.037 23.220
70 C 12.251 11.034 21.684
71 C 11.977 9.620 21.137
72 O 12.029 9.522 19.658
73 C 12.258 8.159 19.130
74 N 11.209 12.015 21.227
75 H 11.544 10.663 23.671
76 H 12.676 12.053 23.552
77 H 13.388 10.519 23.473
78 H 13.233 11.209 21.246
79 H 11.000 9.279 21.480
80 H 12.681 8.954 21.636
81 H 12.296 8.208 18.041
82 H 11.475 7.421 19.301
83 H 13.151 7.676 19.527
84 H 10.852 11.939 20.285
85 H 10.376 11.753 21.734
86 C 8.758 9.700 14.155
87 C 7.507 8.771 14.293
88 C 6.445 8.984 13.142
89 O 6.883 8.532 11.796
90 C 6.087 8.912 10.734
91 N 7.958 7.434 14.383
92 H 9.323 9.461 13.254
93 H 9.390 9.622 15.040
94 H 8.312 10.657 13.886
95 H 7.034 8.992 15.250
96 H 6.285 10.044 12.945
97 H 5.467 8.543 13.336
98 H 6.380 8.348 9.848
99 H 6.160 9.997 10.663
100 H 5.030 8.668 10.843
101 H 7.203 6.784 14.547
102 H 8.405 7.057 13.560
103 C 7.310 13.462 23.964
104 C 8.195 12.194 24.114
105 C 8.057 11.413 25.410
106 O 8.395 12.269 26.484
107 C 8.698 11.703 27.693
108 N 7.807 11.415 22.960
109 H 6.272 13.143 24.050
110 H 7.433 14.005 23.027
111 H 7.405 14.108 24.837
112 H 9.260 12.420 24.162
113 H 8.907 10.731 25.386
114 H 7.079 11.002 25.663
115 H 7.836 11.096 27.971
116 H 8.860 12.366 28.543
117 H 9.548 11.031 27.574
118 H 7.106 10.751 23.253
119 H 7.300 11.975 22.290
120 C 4.532 13.232 15.977
121 C 5.947 12.784 15.820
122 C 6.653 13.583 14.712
123 O 5.950 13.487 13.458
124 C 6.807 13.648 12.341
125 N 6.662 12.895 17.037
126 H 4.552 14.321 15.957
127 H 3.997 13.053 16.910
128 H 3.859 12.955 15.166
129 H 5.921 11.758 15.452
130 H 7.611 13.083 14.567
131 H 6.688 14.632 15.007
132 H 6.291 13.404 11.412
133 H 7.779 13.165 12.441
134 H 6.999 14.697 12.113
135 H 6.111 12.406 17.727
136 H 7.507 12.342 17.010
137 C 10.111 4.108 17.694
138 C 10.318 3.363 16.381
139 C 9.381 2.130 16.363
140 O 10.110 1.047 15.778
141 C 10.139 -0.098 16.586
142 N 10.001 4.347 15.327
143 H 9.039 4.229 17.848
144 H 10.608 5.076 17.639
145 H 10.446 3.596 18.596
146 H 11.352 3.023 16.330
147 H 8.408 2.196 15.877
148 H 9.180 1.864 17.401
149 H 10.434 -0.985 16.027
150 H 9.121 -0.418 16.807
151 H 10.783 -0.053 17.464
152 H 10.549 5.195 15.352
153 H 10.118 3.951 14.405
154 C 15.763 6.471 19.889
155 C 17.238 6.861 20.185
156 C 17.443 8.395 20.257
157 O 17.156 9.212 19.171
158 C 17.304 10.606 19.464
159 N 17.518 6.288 21.572
160 H 15.628 5.478 19.459
161 H 15.462 7.160 19.100
162 H 15.118 6.654 20.748
163 H 17.860 6.357 19.445
164 H 18.532 8.429 20.258
165 H 17.068 8.706 21.232
166 H 18.265 10.902 19.043
167 H 17.267 10.910 20.510
168 H 16.500 11.149 18.967
169 H 18.513 6.418 21.682
170 H 17.409 5.291 21.451
171 C 17.530 15.844 20.900
172 C 17.018 14.569 21.598
173 C 15.472 14.283 21.354
174 O 14.581 15.100 22.138
175 C 13.193 14.920 21.782
176 N 17.803 13.518 21.030
177 H 18.529 15.980 21.313
178 H 16.867 16.648 21.220
179 H 17.390 15.742 19.824
180 H 17.228 14.652 22.664
181 H 15.301 13.233 21.590
182 H 15.257 14.409 20.293
183 H 13.066 13.873 22.057
184 H 13.106 14.926 20.695
185 H 12.591 15.676 22.285
186 H 18.767 13.765 20.856
187 H 17.982 12.883 21.794
188 C 10.659 15.182 24.793
189 C 11.162 15.987 25.898
190 C 12.011 15.087 26.880
191 O 11.168 14.293 27.649
192 C 11.932 13.485 28.493
193 N 11.972 17.060 25.340
194 H 9.779 14.612 25.089
195 H 11.456 14.634 24.291
196 H 10.183 15.841 24.067
197 H 10.316 16.510 26.345
198 H 12.655 15.657 27.551
199 H 12.570 14.394 26.252
200 H 12.302 14.058 29.343
201 H 12.713 12.986 27.919
202 H 11.272 12.687 28.833
203 H 12.602 16.761 24.610
204 H 11.359 17.713 24.872
205 C 7.158 19.430 20.523
206 C 7.528 17.992 21.085
207 C 8.854 17.370 20.388
208 O 9.011 16.080 20.978
209 C 9.791 15.210 20.134
210 N 7.681 18.219 22.519
211 H 8.042 20.065 20.468
212 H 6.329 19.951 21.002
213 H 6.942 19.293 19.463
214 H 6.610 17.404 21.106
215 H 9.770 17.946 20.524
216 H 8.706 17.287 19.312
217 H 9.912 14.241 20.618
218 H 10.769 15.690 20.119
219 H 9.342 15.068 19.150
220 H 8.254 17.451 22.837
221 H 6.810 18.164 23.028
222 C 13.465 5.527 14.650
223 C 12.731 6.690 15.335
224 C 13.499 8.029 15.453
225 O 14.444 7.984 16.483
226 C 14.831 9.194 16.938
227 N 11.484 6.807 14.599
228 H 14.479 5.389 15.023
229 H 13.633 5.912 13.644
230 H 12.927 4.579 14.606
231 H 12.365 6.395 16.318
232 H 12.784 8.739 15.869
233 H 13.823 8.415 14.487
234 H 15.620 9.118 17.686
235 H 14.041 9.762 17.430
236 H 15.247 9.771 16.111
237 H 10.845 7.509 14.945
238 H 11.699 6.960 13.624
239 C 14.206 0.842 19.206
240 C 13.668 1.838 20.243
241 C 13.422 1.098 21.539
242 O 12.335 0.208 21.407
243 C 11.701 -0.283 22.505
244 N 14.712 2.896 20.553
245 H 14.886 0.061 19.544
246 H 14.698 1.287 18.340
247 H 13.274 0.394 18.861
248 H 12.756 2.302 19.867
249 H 13.204 1.782 22.359
250 H 14.312 0.627 21.956
251 H 11.590 0.443 23.311
252 H 12.342 -1.063 22.916
253 H 10.762 -0.675 22.113
254 H 15.293 3.172 19.774
255 H 14.251 3.673 21.005
256 C 10.763 4.070 22.359
257 C 11.547 5.315 22.689
258 C 11.448 5.774 24.230
259 O 12.210 6.994 24.470
260 C 11.614 7.887 25.494
261 N 12.904 5.149 22.136
262 H 11.229 3.143 22.691
263 H 10.716 4.155 21.273
264 H 9.796 4.058 22.861
265 H 10.990 6.050 22.109
266 H 11.878 4.975 24.834
267 H 10.412 5.896 24.547
268 H 10.705 8.378 25.148
269 H 12.214 8.766 25.728
270 H 11.546 7.346 26.438
271 H 12.874 5.647 21.258
272 H 13.347 5.806 22.763
273 C 16.135 10.213 27.315
274 C 14.705 10.282 27.778
275 C 14.420 11.028 29.115
276 O 15.187 10.414 30.155
277 C 14.450 10.332 31.438
278 N 14.084 10.851 26.593
279 H 16.258 9.682 26.371
280 H 16.671 9.586 28.028
281 H 16.596 11.197 27.398
282 H 14.289 9.275 27.749
283 H 13.336 11.041 29.224
284 H 14.721 12.034 28.825
285 H 14.281 11.371 31.722
286 H 15.044 9.727 32.123
287 H 13.491 9.830 31.313
288 H 14.495 11.733 26.324
289 H 14.186 10.150 25.872

Löwdin atomic charge list, values in e, 6 entries:
1. C -0.037
2. C -0.399
3. C -0.213
4. O -0.220
5. C -0.058
6. N 0.025

Which of these has the lowest LUMO?
C7H36O13